3 unconnected molecules or ions with the total composition C26H49N4O8P2S2. Source: the OMol25 dataset; level of theory: ωB97M-V with the def2-TZVPD basis set.

Each line ends with the Mulliken charge.
Positions of all 91 atoms, in Å:
1 C -4.395443 -0.052371 3.721446  -1.573
2 C -3.824560 -1.467627 3.469130  0.123
3 P -3.751838 -1.999971 1.727183  -0.452
4 C -5.204440 -1.302189 0.831968  -0.606
5 C -6.235689 -2.415280 0.591741  -1.277
6 C -2.234218 -1.386333 0.919787  0.319
7 N -1.979551 -1.709883 -0.359724  0.397
8 N -2.828555 -2.461760 -1.160705  -1.097
9 C -0.748866 -1.214049 -0.774532  0.824
10 C -0.140091 -1.414254 -2.129230  -0.350
11 C -0.594697 -2.660130 -2.922665  -0.819
12 O 0.430835 -2.939864 -3.867529  -0.534
13 C -0.255793 -0.529398 0.298439  0.385
14 C 0.976128 0.285033 0.557403  -0.588
15 C 2.081741 0.256117 -0.498623  -1.961
16 C 1.808322 1.151744 -1.729280  -0.479
17 C 2.621366 2.457728 -1.755065  -0.915
18 N 3.361179 2.609270 -2.985244  0.267
19 C 4.707597 2.897741 -3.096214  -0.453
20 C 5.046296 2.956197 -4.428204  -0.662
21 C 3.862703 2.703202 -5.178659  -0.735
22 C 2.859850 2.506381 -4.254345  -0.363
23 N -1.186617 -0.663283 1.334529  0.180
24 C -1.038666 -0.108361 2.667103  -0.866
25 P -0.329304 -1.316845 3.866653  0.774
26 O -0.958027 -1.179763 5.170824  -0.574
27 O 1.253057 -1.100736 3.907155  -0.569
28 O -0.576990 -2.759282 3.212057  -0.489
29 H -4.236837 0.555545 2.831593  0.495
30 H -5.469051 -0.079321 3.867751  0.409
31 H -3.933146 0.417145 4.580205  0.258
32 H -2.861288 -1.566176 3.956690  -0.097
33 H -4.461800 -2.183599 3.981646  0.609
34 H -4.898494 -0.855279 -0.109138  0.485
35 H -5.685018 -0.511311 1.402511  0.488
36 H -6.649335 -2.704938 1.553265  0.359
37 H -5.783419 -3.282754 0.124887  0.332
38 H -7.045276 -2.019113 -0.011472  0.396
39 H -3.221298 -3.230693 -0.629012  0.287
40 H -3.546912 -1.881170 -1.566904  0.243
41 H 0.936203 -1.489489 -2.077188  0.183
42 H -0.358319 -0.519434 -2.711319  0.384
43 H -0.687162 -3.486521 -2.224324  0.476
44 H -1.525911 -2.451360 -3.431813  0.240
45 H 0.761823 -3.820909 -3.688148  0.327
46 H 1.424877 -0.023384 1.499034  0.501
47 H 0.663692 1.323218 0.693442  0.430
48 H 2.329413 -0.769725 -0.755335  0.596
49 H 2.966657 0.653258 -0.005959  0.617
50 H 0.745883 1.395712 -1.714476  0.349
51 H 1.962358 0.565521 -2.628295  0.632
52 H 3.280136 2.559424 -0.901002  0.434
53 H 1.907454 3.281129 -1.716909  0.171
54 H 5.279282 3.035689 -2.196163  0.361
55 H 6.024717 3.151000 -4.822558  0.562
56 H 3.748503 2.662311 -6.244112  0.545
57 H 1.822528 2.280136 -4.435593  0.426
58 H -0.336937 0.717750 2.646104  0.450
59 H -1.971802 0.277865 3.055050  0.369
60 H 1.722512 -1.579329 3.214400  0.371
61 H 0.216226 -3.188947 2.874603  0.344
62 C 5.626574 -0.194435 -8.028591  -0.576
63 C 6.684454 -0.198924 -9.141545  -0.673
64 C 7.533241 1.068202 -8.972476  -0.669
65 S 7.481550 1.472157 -7.221142  1.206
66 O 6.790141 2.726954 -7.061498  -0.638
67 O 8.774522 1.247630 -6.630704  -0.709
68 C 6.372832 0.150872 -6.743732  -0.491
69 H 5.119160 -1.154641 -7.947991  0.387
70 H 4.873088 0.568427 -8.237283  0.251
71 H 7.316578 -1.082856 -9.038905  0.301
72 H 6.230471 -0.234970 -10.130455  0.348
73 H 8.568701 0.916258 -9.264871  0.352
74 H 7.114199 1.911947 -9.516851  0.356
75 H 5.726057 0.497377 -5.939398  0.205
76 H 6.985553 -0.683197 -6.402956  0.353
77 C -4.970582 1.030201 9.780774  -0.611
78 C -3.709208 0.309096 9.284377  -0.767
79 C -3.787667 0.249281 7.752941  -0.444
80 S -4.764127 1.675828 7.250639  1.176
81 O -5.988495 1.205383 6.649885  -0.638
82 O -3.915698 2.620548 6.566756  -0.683
83 C -5.120259 2.266853 8.899435  -0.705
84 H -4.894956 1.299960 10.832391  0.371
85 H -5.840246 0.380851 9.661240  0.287
86 H -2.824784 0.872896 9.585823  0.318
87 H -3.620766 -0.689027 9.709423  0.335
88 H -2.807155 0.311257 7.286400  0.302
89 H -4.307206 -0.643540 7.409389  0.362
90 H -6.116491 2.701980 8.918022  0.409
91 H -4.375458 3.023347 9.144043  0.343

Forces on the atoms, in the same order (eV/Å):
0.1 -0.4 -0.6
-0.4 1.0 0.3
0.1 -1.6 0.1
-0.1 0.1 -0.1
0.3 0.5 0.3
-0.5 1.0 0.1
0.0 0.0 0.0
0.3 -0.1 -0.3
0.5 0.0 0.4
-0.8 0.0 -0.4
0.9 0.4 0.4
-0.2 0.1 0.0
0.1 -0.2 0.2
0.1 0.0 -0.3
0.1 0.4 0.1
-0.2 -0.6 0.7
-0.9 0.2 -0.8
1.0 0.1 -0.5
-0.3 -0.1 0.0
-0.2 0.0 0.3
0.0 0.0 1.0
-0.3 -0.2 -0.4
-0.3 0.2 -0.4
0.7 -0.4 0.2
-0.4 -0.1 0.8
-0.1 0.3 0.1
-0.3 -0.2 -0.4
0.3 0.4 -0.3
0.1 0.4 0.1
-0.1 0.0 0.2
0.0 0.1 0.2
0.1 -0.2 -0.1
0.0 -0.3 -0.2
0.1 0.1 -0.1
0.2 0.2 0.1
-0.1 -0.3 0.0
-0.1 -0.2 -0.1
-0.1 -0.1 -0.2
0.0 0.0 0.1
-0.2 0.0 0.1
0.1 0.0 0.3
0.1 0.0 -0.2
-0.4 -0.2 -0.1
-0.2 -0.3 -0.1
0.1 -0.1 -0.2
-0.1 -0.1 0.2
0.0 0.1 0.1
0.0 -0.1 -0.1
0.2 -0.1 0.1
-0.1 0.1 -0.1
0.2 0.2 -0.2
0.3 -0.1 0.0
0.0 0.2 0.2
0.2 0.0 0.0
0.1 0.1 -0.1
0.0 0.1 -0.2
-0.1 0.0 0.1
0.0 0.2 -0.1
-0.2 -0.1 0.0
0.4 0.1 0.1
-0.1 -0.3 0.0
0.1 0.1 -0.1
0.0 0.0 0.1
-0.1 -0.2 -0.3
0.0 -0.3 -0.1
0.1 0.1 0.0
0.0 0.2 0.1
-0.3 -0.2 -0.1
0.0 0.0 0.0
0.0 0.0 0.0
0.0 0.0 0.0
0.0 0.0 0.0
0.0 0.1 0.1
0.0 0.1 0.1
0.1 0.1 0.0
0.1 0.0 0.0
0.0 -0.1 -0.1
0.0 0.1 0.0
0.2 -0.2 0.2
0.2 0.0 0.3
0.0 0.0 -0.2
-0.1 0.0 -0.3
-0.1 -0.1 0.3
0.0 0.0 0.0
0.0 0.0 0.0
0.0 0.0 0.0
0.0 0.0 0.0
0.0 0.0 -0.1
-0.1 0.1 0.0
0.0 0.0 -0.1
0.0 0.0 -0.1

Properties
- Total charge: +1
- LUMO: -0.107 Ha
- Molar mass: 671.8 g mol⁻¹
- Frontier orbital gap: 6.9 eV